Version w
# C3H4P2

C3H4P2 in the gas phase (ωB97M-V with the def2-TZVPD basis set, the OMol25 dataset).

```
9
Properties=species:S:1:pos:R:3:nbo_charge:R:1
C 0.5710 1.8182 -0.2532 -0.098
C 1.1374 0.6728 -0.3103 -0.519
C -1.1936 -0.9348 0.2654 -1.050
P -2.1734 0.4167 -0.0097 0.461
P 0.4325 -1.2513 -0.4266 0.555
H -0.2406 2.4179 -0.2313 0.198
H 2.1595 0.6144 -0.5352 0.221
H -1.6316 -1.8318 0.7633 0.257
H 0.9387 -1.9220 0.7376 -0.025
```

Multiplicity: 1
Kohn-Sham gap (alpha / beta) (eV): 7.18 / 7.19
HOMO (alpha / beta) (eV): -8.084 / -8.005
LUMO energy (alpha / beta) (Ha): -0.0330 / -0.0299
Total charge: 0



Version x
# C3H4P2

C3H4P2 in the gas phase (ωB97M-V with the def2-TZVPD basis set, the OMol25 dataset).

```
9
Properties=species:S:1:pos:R:3:nbo_charge:R:1
C -1.5341 -0.1715 -0.0884 -0.395
C -0.3035 0.0081 -0.4555 -0.256
C 0.8370 0.0180 0.4463 -0.776
P 2.3056 -1.0400 0.0535 0.317
P 2.4552 0.9639 -0.0423 0.252
H -2.3585 0.0034 -0.9441 0.206
H -1.8697 -0.2281 0.9859 0.203
H -0.1484 0.2680 -1.5598 0.212
H 0.6164 0.1783 1.6045 0.238
```

Multiplicity: 1
Kohn-Sham gap (eV): 7.84
HOMO (eV): -8.799
LUMO energy (Ha): -0.0353
Total charge: 0



Which one sits at the bottom of the stability order? version w does.



Version w
# C3H6BrI

A molecular structure, C3H6BrI (ωB97M-V with the def2-TZVPD basis set, the OMol25 dataset).

```
11
Properties=species:S:1:pos:R:3:nbo_charge:R:1
C 1.8005 1.6697 -0.0297 -0.816
C -1.9529 -1.6476 0.3127 -0.614
C 1.0403 0.6432 -0.8635 -0.079
Br -3.0985 -0.0267 0.2344 -0.072
I 2.2675 -0.9873 -0.9416 0.155
H 1.3648 1.3849 1.0331 0.281
H 2.8397 1.7466 -0.2331 0.225
H 1.2818 2.6894 -0.2787 0.234
H -1.6599 -1.7486 1.3501 0.227
H -1.2871 -1.2846 -0.4507 0.236
H -2.5962 -2.4389 -0.1330 0.225
```

Multiplicity: 1
Kohn-Sham gap (eV): 8.01
HOMO (eV): -8.897
LUMO energy (Ha): -0.0328
Total charge: 0



Version x
# C3H6BrI

A molecular structure, C3H6BrI (ωB97M-V with the def2-TZVPD basis set, the OMol25 dataset).

```
11
Properties=species:S:1:pos:R:3:nbo_charge:R:1
C 0.1671 -0.7874 0.5948 -0.717
C -0.9967 1.6189 -0.4422 -0.454
C -0.8506 -0.6428 -0.4293 -0.396
Br -2.7267 2.1547 0.1663 0.037
I -2.7217 -1.2577 -0.0554 0.217
H -0.2945 -0.7847 1.6771 0.235
H 0.8297 -1.6580 0.6632 0.239
H 1.0383 -0.0306 0.5204 0.227
H -0.1491 1.7206 0.2593 0.196
H -0.8334 2.0406 -1.3405 0.173
H -0.7536 -0.7073 -1.5616 0.244
```

Multiplicity: 1
Kohn-Sham gap (eV): 9.08
HOMO (eV): -8.563
LUMO energy (Ha): 0.0191
Total charge: 0



Which one sits at the bottom of the stability order? version w does.



Version w
# C3H6BrI

A molecular structure, C3H6BrI (ωB97M-V with the def2-TZVPD basis set, the OMol25 dataset).

```
11
Properties=species:S:1:pos:R:3:nbo_charge:R:1
C -0.8926 -1.0819 -0.1125 -0.649
C 0.8338 0.6439 -0.1646 -0.278
C -0.4151 0.1521 0.5398 -0.229
Br -1.8221 1.5729 -0.0102 -0.041
I 3.5346 0.3693 -0.0014 -0.144
H 0.0605 -1.8365 -0.0705 0.231
H -1.7680 -1.4518 0.4611 0.233
H -1.1592 -0.8686 -1.1701 0.234
H 0.9825 1.7268 0.1956 0.225
H 0.8122 0.5177 -1.2103 0.189
H -0.1666 0.2561 1.5431 0.230
```

Multiplicity: 1
Kohn-Sham gap (eV): 7.51
HOMO (eV): -9.432
LUMO energy (Ha): -0.0708
Total charge: 0



Version x
# C3H6BrI

2 unconnected molecules or ions with the total composition C3H6BrI (ωB97M-V with the def2-TZVPD basis set, the OMol25 dataset).

```
11
Properties=species:S:1:pos:R:3:nbo_charge:R:1
C 0.2973 1.3921 -0.0888 -0.739
C 0.2321 -1.2909 -0.2082 -0.499
C -0.0401 0.0120 0.4232 0.072
Br 2.2127 -1.4703 -0.1966 -0.031
I -3.2328 -0.4477 -0.1913 -0.313
H 1.1044 1.5482 -0.8776 0.253
H -0.7432 1.7001 -0.2058 0.288
H 0.5839 2.0962 0.6768 0.244
H 0.0691 -2.0868 0.4819 0.246
H -0.1191 -1.4166 -1.2700 0.267
H -0.3643 -0.0364 1.4564 0.212
```

Multiplicity: 1
Kohn-Sham gap (alpha / beta) (eV): 7.95 / 5.79
HOMO (alpha / beta) (eV): -9.269 / -8.497
LUMO energy (alpha / beta) (Ha): -0.0485 / -0.0996
Total charge: 0



Which one sits at the bottom of the stability order? version x does.



Version w
# C19H18N2O2

C19H18N2O2 in the gas phase (ωB97M-V with the def2-TZVPD basis set, the OMol25 dataset).

```
41
Properties=species:S:1:pos:R:3:nbo_charge:R:1
C -3.7258 5.3826 3.0644 -0.608
C -4.7655 4.8528 2.0851 -0.409
C -4.1160 4.2748 0.8313 -0.063
O -3.3930 3.1195 1.2093 -0.495
C -2.7254 2.4182 0.2648 0.312
C -2.6686 2.7458 -1.0875 -0.255
C -1.9588 1.9399 -1.9630 -0.198
C -1.2829 0.8215 -1.5165 -0.250
C -1.3231 0.4932 -0.1613 -0.116
C -2.0525 1.2809 0.7134 -0.218
H -2.1035 1.0151 1.7573 0.244
C -0.6415 -0.7133 0.3985 0.673
O -1.1060 -1.3485 1.3204 -0.591
N 0.5450 -0.9909 -0.2247 -0.619
C 1.4391 -2.0363 0.0024 0.240
C 1.1634 -3.0477 0.8959 -0.260
C 2.0663 -4.0975 1.0961 -0.181
C 3.2460 -4.1526 0.4089 -0.217
C 3.5688 -3.1376 -0.5131 0.165
N 4.7437 -3.2365 -1.1655 -0.399
C 5.0745 -2.3127 -2.0201 0.055
C 4.2700 -1.1976 -2.3045 -0.263
C 3.0697 -1.0728 -1.6570 -0.147
C 2.6650 -2.0538 -0.7274 -0.141
H 2.4515 -0.2096 -1.8702 0.195
H 4.5988 -0.4578 -3.0180 0.220
H 6.0281 -2.4426 -2.5162 0.191
H 3.9542 -4.9538 0.5450 0.227
H 1.8117 -4.8702 1.8058 0.217
H 0.2388 -3.0256 1.4474 0.257
H 0.8288 -0.3265 -0.9292 0.401
H -0.7684 0.1916 -2.2280 0.212
H -1.9389 2.1944 -3.0126 0.216
H -3.1797 3.6143 -1.4715 0.215
H -4.8879 4.0104 0.0948 0.177
H -3.4388 5.0156 0.3834 0.170
H -5.4437 5.6535 1.7850 0.205
H -5.3508 4.0656 2.5621 0.210
H -4.2078 5.7538 3.9651 0.211
H -3.1571 6.1952 2.6168 0.200
H -3.0380 4.5878 3.3395 0.216
```

Multiplicity: 1
SMILES: CCCOc1cccc(C(=O)Nc2cccc3ncccc23)c1
Kohn-Sham gap (eV): 8.31
HOMO (eV): -8.187
LUMO energy (Ha): 0.0047
Total charge: 0



Version x
# C19H18N2O2

C19H18N2O2 in the gas phase (ωB97M-V with the def2-TZVPD basis set, the OMol25 dataset).

```
41
Properties=species:S:1:pos:R:3:nbo_charge:R:1
C -5.0013 0.4825 -2.7285 -0.629
C -3.5918 0.8248 -3.0733 -0.066
O -2.7164 0.6707 -1.9101 -0.522
C -1.4382 0.7826 -2.2856 0.802
C -0.3219 -0.0120 -1.4497 -0.421
C 0.8090 0.1930 -2.3123 0.294
N 1.8235 0.3356 -2.8714 -0.298
O -1.1599 1.5062 -3.2305 -0.571
H -5.6009 0.7869 -3.5805 0.222
H -5.1831 -0.5721 -2.5537 0.213
H -5.3016 1.0458 -1.8508 0.219
H -3.1622 0.2358 -3.8748 0.191
H -3.5457 1.8728 -3.3640 0.197
H -0.7152 -1.0378 -1.4374 0.275
C 2.9321 -1.6266 2.5608 -0.401
N 1.9849 -0.9596 1.7072 -0.412
C 2.4361 0.1544 1.0116 0.167
C 3.8105 0.5244 1.0767 -0.217
C 4.2728 1.6510 0.4151 -0.199
C 3.3559 2.4805 -0.2297 -0.239
C 2.0018 2.1165 -0.3292 -0.148
C 1.5299 0.9421 0.2720 -0.083
C 0.0789 0.5144 0.0256 -0.204
C -0.2921 -0.5228 1.0364 -0.102
C 0.6287 -1.2688 1.7954 0.257
C 0.1096 -2.2322 2.7076 -0.276
C -1.2570 -2.4562 2.8041 -0.189
C -2.1444 -1.6731 2.0613 -0.239
C -1.6635 -0.7549 1.1278 -0.180
H 2.4099 -2.4012 3.1097 0.211
H 3.7495 -2.0780 1.9858 0.205
H 3.3447 -0.9142 3.2797 0.198
H 4.5041 -0.0626 1.6640 0.208
H 5.3247 1.9066 0.4587 0.217
H 3.6971 3.3849 -0.7291 0.216
H 1.2915 2.7271 -0.8857 0.217
H -0.5835 1.3598 0.0262 0.227
H 0.7370 -2.7847 3.3930 0.211
H -1.6246 -3.1778 3.5211 0.217
H -3.2159 -1.7970 2.1774 0.213
H -2.3128 -0.1667 0.4791 0.221
```

Multiplicity: 1
SMILES: CCOC(=O)[C@@H](C#N)C1c2ccccc2N(C)c2ccccc21
Kohn-Sham gap (eV): 8.17
HOMO (eV): -7.525
LUMO energy (Ha): 0.0237
Total charge: 0



Which one sits at the bottom of the stability order? version x does.